{"formula": "C7H5Cl2N", "method": "wB97M-V/def2-TZVPD", "species": ["Cl", "Cl", "N", "C", "C", "C", "C", "C", "C", "C", "H", "H", "H", "H", "H"], "xyz": [[3.64175, 1.05240, 0.73400], [2.26202, 0.66689, -1.74195], [2.57364, -3.65144, 0.58552], [0.85823, 1.27098, 0.37156], [0.99634, -1.60506, 0.39990], [-0.78268, -0.25898, -0.62948], [2.11713, 0.91335, -0.02033], [1.91741, -2.71177, 0.55139], [0.20143, -1.37607, -0.64188], [-0.45953, 0.99576, -0.24741], [-1.13042, 1.90670, -0.28652], [-1.86049, -0.54057, -0.74632], [0.38237, -1.91527, -1.46501], [0.79873, 1.76494, 1.37025], [0.97543, -0.83627, 1.13270]], "forces_ev_per_a": [[-0.5, 0.0, 0.5], [0.4, -0.6, -0.1], [0.3, -0.2, 0.2], [2.1, 0.5, 1.3], [-0.1, -0.6, 0.2], [-0.8, 0.4, 0.6], [-2.2, 1.9, -1.6], [-0.8, 0.7, -0.7], [-0.2, 1.7, 2.9], [0.2, 0.3, -0.3], [0.4, -1.6, 0.2], [1.1, 0.4, -0.5], [-0.1, -2.1, -3.2], [0.0, -0.6, -0.6], [0.0, -0.4, 1.2]], "nbo_charge": [0.09, 0.01, -0.30, -0.28, -0.30, -0.20, -0.09, 0.25, -0.13, -0.21, 0.24, 0.23, 0.21, 0.24, 0.24], "lumo_energy_ev": -0.38, "gap_ev": 8.7, "spin_multiplicity": 1, "molar_mass_g_mol": 174.03, "e_above_lowest_kj_mol": 164.3, "total_charge": 0, "homo_ev": -9.099}

{"formula": "C7H5CoN2O5S", "method": "wB97M-V/def2-TZVPD", "species": ["Co", "S", "O", "O", "O", "O", "O", "N", "N", "C", "C", "C", "C", "C", "C", "C", "H", "H", "H", "H", "H"], "xyz": [[-2.19797, -0.78533, 0.51455], [0.46662, -2.74562, -1.51224], [1.04174, -2.36370, 1.96534], [1.04797, -1.48617, -1.93798], [-2.38367, 2.67866, -1.41099], [-1.17608, -1.87458, 1.55213], [-2.92359, 0.75704, -0.51835], [-0.61031, 0.05177, 0.13214], [0.05029, -2.93056, -0.07250], [0.53232, 2.00169, -0.49579], [-0.63304, 1.27924, -0.40442], [1.69298, 0.14477, 0.54827], [0.11331, -1.95545, 1.03816], [0.48917, -0.54707, 0.57481], [-2.04992, 1.58607, -0.79044], [1.69958, 1.41756, 0.01151], [0.69406, -3.14379, 2.42117], [2.59115, -0.32218, 0.92674], [-1.63487, 3.26716, -1.58824], [0.56532, 2.99467, -0.92444], [2.62493, 1.97582, -0.02942]], "forces_ev_per_a": [[0.2, -0.2, 0.3], [0.1, -0.3, 0.2], [-0.1, 0.1, -0.1], [-0.1, 0.1, 0.0], [0.0, 0.0, 0.0], [-0.2, 0.0, -0.4], [0.0, 0.1, 0.1], [0.4, 0.1, 0.0], [0.2, 0.3, -0.3], [-0.1, 0.1, 0.0], [0.0, -0.3, 0.1], [0.0, -0.2, 0.0], [-0.2, 0.0, 0.5], [-0.4, 0.3, -0.3], [0.1, 0.0, -0.1], [0.0, 0.1, 0.0], [0.0, 0.0, 0.0], [0.0, 0.0, 0.0], [0.0, 0.0, 0.0], [0.0, 0.0, 0.0], [0.0, 0.0, 0.0]], "mulliken_spin": [1.03, 0.00, 0.00, 0.00, 0.00, -0.04, -0.01, 0.02, 0.00, 0.00, 0.00, 0.00, -0.02, 0.01, 0.00, 0.00, 0.00, 0.00, 0.00, 0.00, 0.00], "s2": 0.9381, "lumo_energy_ev": [-5.05, -5.05], "gap_ev": [8.8, 8.9], "spin_multiplicity": 2, "molar_mass_g_mol": 288.13, "total_charge": 1, "homo_ev": [-13.888, -13.915]}

{"formula": "C7H5F2NO4S", "method": "wB97M-V/def2-TZVPD", "species": ["S", "F", "F", "O", "O", "O", "O", "N", "C", "C", "C", "C", "C", "C", "C", "H", "H", "H", "H", "H"], "xyz": [[-2.94535, 1.41566, 0.50780], [-3.63687, 0.16926, -1.69847], [-5.33766, 0.48324, -0.44236], [-4.36301, -2.46227, -0.66313], [-3.31116, 1.51325, 1.87306], [-3.43480, -1.70820, 1.17714], [-3.01660, 2.60979, -0.28409], [-3.93146, -1.64539, 0.11729], [-1.40720, 0.60178, 0.24776], [-0.78654, -0.12725, 1.26089], [0.40940, -0.72091, 1.00642], [0.59367, 0.44083, -1.04702], [1.08742, -0.50240, -0.15645], [-0.71077, 0.92296, -0.92327], [-4.00854, 0.18650, -0.43298], [-1.37636, -0.26467, 2.14199], [1.99103, -0.95282, -0.26077], [0.94470, -1.39378, 1.83989], [0.97028, 0.89045, -1.93408], [-0.98952, 1.60336, -1.75384]], "forces_ev_per_a": [[0.1, 0.3, -0.6], [0.4, -0.1, 0.1], [1.5, -0.2, 0.7], [0.6, 0.9, 1.2], [-0.2, -0.8, 0.7], [0.5, -1.2, 1.6], [0.0, -0.5, -0.3], [-0.8, 3.1, -2.8], [0.5, 1.1, -0.4], [-1.8, 0.3, -0.5], [1.7, -2.3, 3.0], [-1.8, 0.0, -0.3], [-1.4, 2.0, -0.4], [0.7, 0.2, 0.2], [-2.2, -1.9, -0.6], [0.1, -0.2, 0.6], [2.6, -1.1, -0.6], [-1.5, 1.5, -2.0], [1.6, -0.6, -0.5], [-0.6, -0.5, 1.1]], "nbo_charge": [2.14, -0.30, -0.31, -0.32, -0.88, -0.32, -0.89, 0.53, -0.38, -0.18, -0.19, -0.21, -0.17, -0.16, 0.47, 0.25, 0.22, 0.23, 0.23, 0.25], "lumo_energy_ev": -0.36, "gap_ev": 10.1, "spin_multiplicity": 1, "molar_mass_g_mol": 237.18, "e_above_lowest_kj_mol": 0.0, "total_charge": 0, "homo_ev": -10.501}

{"formula": "C7H5F3NO4PPt", "method": "wB97M-V/def2-TZVPD", "species": ["Pt", "P", "F", "F", "F", "O", "O", "O", "O", "N", "C", "C", "C", "C", "C", "C", "C", "H", "H", "H", "H", "H"], "xyz": [[4.07411, -0.25684, 1.01303], [1.69240, -0.08237, 0.08058], [0.43666, 2.42151, 0.86565], [-1.67104, 2.68326, 1.28720], [-0.55220, 1.18652, 2.37113], [-3.19806, 1.37039, -0.36010], [0.58049, -1.65407, -1.89227], [2.42559, 1.09607, -0.60035], [2.01013, 0.06315, 1.67880], [2.53758, -1.41185, -0.32536], [-0.72448, 1.80341, 1.18373], [-0.34757, -1.19597, -1.25786], [-2.40409, 0.48741, -0.37336], [-0.04744, -0.10368, -0.30294], [-2.69222, -0.84333, -0.91241], [-1.00060, 0.71493, 0.15520], [-1.72087, -1.64864, -1.33895], [2.90096, -2.01018, 0.42731], [1.44743, -0.54813, 2.19534], [-1.89020, -2.62180, -1.76180], [-3.72764, -1.12552, -0.98000], [1.87106, 1.67572, -1.15256]], "forces_ev_per_a": [[-0.6, -0.9, -0.7], [-1.0, 0.0, -0.8], [0.1, -0.1, 0.1], [0.1, 0.2, 0.1], [0.1, 0.1, -0.1], [-0.6, 0.7, 0.1], [0.2, -0.1, 0.2], [-0.3, 0.3, -0.2], [-0.1, 0.6, -0.2], [3.1, 1.4, 1.2], [-0.2, -0.1, 0.1], [0.1, -0.4, -0.3], [0.1, -0.2, 0.1], [0.2, 0.3, 0.6], [0.1, -0.7, -0.2], [0.3, -0.1, 0.0], [-0.3, 0.0, 0.1], [-1.2, -1.3, -0.3], [0.3, 0.0, 0.6], [-0.1, -0.2, -0.3], [-0.3, 0.1, -0.1], [0.2, 0.4, 0.0]], "nbo_charge": [1.05, 2.19, -0.32, -0.24, -0.31, -0.34, -0.44, -0.95, -0.94, -0.84, 0.96, 0.52, 0.45, -0.55, -0.16, 0.04, -0.24, 0.41, 0.57, 0.28, 0.28, 0.58], "lumo_energy_ev": -12.48, "gap_ev": 5.1, "spin_multiplicity": 1, "molar_mass_g_mol": 450.17, "total_charge": 2, "homo_ev": -17.532}